(1)
Here is a structure of composition C2H6CdO3 in a non-equilibrium geometry from the OMol25 dataset. Energies are from ωB97M-V with the def2-TZVPD basis set.

Each line ends with the Mulliken charge.
Positions of all 12 atoms, in Å:
C1 0.3177 1.7208 0.1797  -0.662
O1 -0.4159 0.4990 0.2801  -0.459
C2 -0.0256 -0.5488 -0.4955  0.707
O2 -1.0303 -1.4450 -0.3288  -0.704
Cd1 -2.7053 -0.3515 0.2563  0.667
H1 1.3004 1.5773 0.6422  0.275
H2 0.4309 2.0099 -0.8727  0.346
H3 -0.2920 2.4708 0.6903  0.262
H4 0.3738 -0.3690 -1.5015  0.362
O3 1.1549 -1.6456 0.0752  -0.647
H5 1.1418 -1.5487 1.0357  0.345
H6 -0.2505 -2.3691 0.0390  0.508

- E_HOMO (spin up / spin down) (hartree) = -0.471 / -0.590
- orbital gap (spin up / spin down) (eV) = 9.254 / 9.794
- ⟨S²⟩ = 0.7511
- relative energy (zero: lowest compared OMol25 entry of this formula, charge and spin) (kJ/mol) = 156.5
- multiplicity = 2
- total charge = +1

(2)
Here is the ion C2H6Cl2N with charge +1 in a non-equilibrium geometry from the OMol25 dataset. Energies are from ωB97M-V with the def2-TZVPD basis set.

Each line ends with the Mulliken charge.
Positions of all 11 atoms, in Å:
C1 0.1358 -0.0502 -0.4808  -0.546
C2 1.2893 -1.0794 -0.0627  -0.337
N1 -0.4227 0.5916 0.7138  -0.235
Cl1 0.5336 -2.5213 0.7285  0.030
Cl2 2.2288 -0.1646 1.1963  -0.036
H1 0.5311 0.6157 -1.1852  0.328
H2 -0.6737 -0.6504 -1.1475  0.361
H3 2.0539 -1.3444 -0.8496  0.411
H4 0.1511 1.4349 0.7719  0.361
H5 -0.2118 -0.0089 1.4185  0.283
H6 -1.5004 0.7557 0.7289  0.378

- E_HOMO (spin up / spin down) (hartree) = -0.342 / -0.572
- orbital gap (spin up / spin down) (eV) = 5.460 / 6.213
- ⟨S²⟩ = 2.0078
- relative energy (zero: lowest compared OMol25 entry of this formula, charge and spin) (kJ/mol) = 288.1
- multiplicity = 3
- total charge = +1

(3)
Here is a structure of composition C2H6Cl2O in a non-equilibrium geometry from the OMol25 dataset. Energies are from ωB97M-V with the def2-TZVPD basis set.

Each line ends with the Mulliken charge.
Positions of all 11 atoms, in Å:
Cl1 0.8425 0.6882 -0.1487  -0.154
Cl2 -1.9865 -2.5771 0.4515  -0.188
C1 -0.0339 -0.8192 -0.3401  -0.394
C2 -0.8868 -1.2606 0.8432  -0.408
H1 -0.6993 -0.7271 -1.2201  0.303
H2 0.7106 -1.6078 -0.5622  0.294
H3 -0.2955 -1.5998 1.7154  0.304
H4 -1.5778 -0.4693 1.1923  0.293
O1 1.2702 2.7468 -1.0406  -0.623
H5 1.2296 3.5815 -0.5211  0.306
H6 1.4269 2.0444 -0.3695  0.267

- E_HOMO (hartree) = -0.383
- orbital gap (eV) = 11.211
- relative energy (zero: lowest compared OMol25 entry of this formula, charge and spin) (kJ/mol) = 207.7
- multiplicity = 1

(4)
Here is a cluster of 2 separate species, C2H6ClFSi in total in a non-equilibrium geometry from the OMol25 dataset. Energies are from ωB97M-V with the def2-TZVPD basis set.

Each line ends with the Mulliken charge.
Positions of all 11 atoms, in Å:
C1 1.0785 -0.6435 -1.0356  -0.869
C2 -1.5863 0.1341 0.7178  -0.847
F1 0.9097 2.6834 -0.3314  -0.724
Si1 0.2700 0.0096 0.5143  0.746
Cl1 1.3609 -0.3751 2.1010  -0.141
H1 2.2418 -0.5929 -0.8687  0.231
H2 0.8817 -1.6915 -1.3985  0.372
H3 0.7984 -0.0236 -1.8382  0.330
H4 -2.1610 -0.8310 1.1223  0.305
H5 -1.8918 0.9935 1.3225  0.313
H6 -1.9019 0.3369 -0.3057  0.283

- E_HOMO (hartree) = -0.349
- orbital gap (eV) = 8.590
- relative energy (zero: lowest compared OMol25 entry of this formula, charge and spin) (kJ/mol) = 437.2
- multiplicity = 1

(5)
Here is a structure of composition C2H6ClN3 in a non-equilibrium geometry from the OMol25 dataset. Energies are from ωB97M-V with the def2-TZVPD basis set.

Each line ends with the Mulliken charge.
Positions of all 12 atoms, in Å:
C1 -0.5794 -0.9251 0.0207  0.650
C2 0.3803 1.7235 0.0491  -0.883
N1 -1.6016 -0.5822 -0.5735  -0.657
N2 -0.1705 -2.0706 0.5060  -0.376
N3 0.8274 0.3986 0.3211  -0.324
Cl1 2.0648 -0.1223 -0.7740  -0.150
H1 1.1202 2.4136 0.4664  0.279
H2 0.2468 1.9588 -1.0144  0.328
H3 -0.5594 1.8670 0.5803  0.364
H4 -1.6931 0.3572 -0.9262  0.280
H5 -0.7384 -2.8889 0.3511  0.249
H6 0.7029 -2.1296 0.9934  0.238

- E_HOMO (hartree) = -0.312
- orbital gap (eV) = 9.327
- relative energy (zero: lowest compared OMol25 entry of this formula, charge and spin) (kJ/mol) = 213.2
- multiplicity = 1

(6)
Here is the ion C2H6ClN3 with charge +2 in a non-equilibrium geometry from the OMol25 dataset. Energies are from ωB97M-V with the def2-TZVPD basis set.

Each line ends with the Mulliken charge.
Positions of all 12 atoms, in Å:
N1 -1.9296 0.9970 -0.0446  -0.199
C1 -0.8785 0.3415 -0.3234  0.141
N2 0.3388 0.6276 0.2113  -0.148
C2 1.4308 -0.2221 0.0878  0.576
N3 1.2701 -1.5068 0.0318  -0.185
Cl1 2.9525 0.5383 -0.1534  0.072
H1 -2.6647 0.5674 -0.4731  0.257
H2 -2.1323 1.8450 0.5532  0.316
H3 -1.0743 -0.4537 -1.0070  0.403
H4 0.4063 1.3766 0.8890  0.304
H5 0.3642 -1.9189 0.1814  0.231
H6 1.9168 -2.1918 0.0471  0.232

- E_HOMO (hartree) = -0.781
- orbital gap (eV) = 10.936
- relative energy (zero: lowest compared OMol25 entry of this formula, charge and spin) (kJ/mol) = 16.6
- multiplicity = 1
- total charge = +2

(7)
Here is a structure of composition C2H6ClNO in a non-equilibrium geometry from the OMol25 dataset. Energies are from ωB97M-V with the def2-TZVPD basis set.

Each line ends with the Mulliken charge.
Positions of all 11 atoms, in Å:
C1 -0.0977 1.3724 0.0033  -0.617
C2 -0.1083 -0.9506 0.3085  -0.321
N1 0.4223 0.1592 -0.5217  -0.286
O1 -1.3899 -1.2057 -0.2531  -0.498
Cl1 2.6409 -0.1219 -0.1366  -0.234
H1 -0.1803 1.3721 1.0919  0.324
H2 0.6006 2.1241 -0.4502  0.280
H3 -1.0710 1.5669 -0.6558  0.305
H4 0.4606 -1.8209 0.2602  0.348
H5 -0.2123 -0.8148 1.4097  0.342
H6 -1.0650 -1.6807 -1.0562  0.356

- E_HOMO (spin up / spin down) (hartree) = -0.378 / -0.378
- orbital gap (spin up / spin down) (eV) = 8.595 / 8.600
- relative energy (zero: lowest compared OMol25 entry of this formula, charge and spin) (kJ/mol) = 334.2
- multiplicity = 1

(8)
Here is an isolated molecule of C2H6ClNO in a non-equilibrium geometry from the OMol25 dataset. Energies are from ωB97M-V with the def2-TZVPD basis set.

Each line ends with the Mulliken charge.
Positions of all 11 atoms, in Å:
C1 -0.2699 -0.6865 -1.0523  -0.825
C2 0.0307 0.6603 0.8432  -0.154
N1 0.5586 0.2610 -0.3824  -0.067
O1 0.0206 -0.4173 1.7056  -0.554
Cl1 0.9170 1.6453 -1.5191  -0.302
H1 0.2394 -1.1055 -1.7993  0.386
H2 -0.4571 -1.4964 -0.2739  0.335
H3 -1.2583 -0.2271 -1.3965  0.287
H4 0.4204 1.6073 1.3364  0.302
H5 -1.0486 0.7228 0.7100  0.266
H6 0.8475 -0.9639 1.8283  0.327

- E_HOMO (spin up / spin down) (hartree) = -0.224 / -0.380
- orbital gap (spin up / spin down) (eV) = 6.851 / 8.072
- ⟨S²⟩ = 2.0086
- relative energy (zero: lowest compared OMol25 entry of this formula, charge and spin) (kJ/mol) = 64.3
- multiplicity = 3